Record 1
8 unconnected molecules or ions with the total composition C32H20Br2Cl28F3NO5S2. Source: the Open Molecules 2025 dataset; level of theory: the ωB97M-V functional and the def2-TZVPD basis.

Positions of all 93 atoms, in Å:
C 6.54164 -2.71161 -1.38119
C 5.20942 -2.02056 -1.39934
C 4.79416 -1.23266 -2.47505
C 3.55160 -0.62269 -2.44498
C 2.69580 -0.76877 -1.36106
C 3.08920 -1.55232 -0.28394
C 2.22379 -1.75907 0.93896
C 1.25323 -0.64232 1.20578
C 1.70205 0.60776 1.63135
Br 3.55996 0.85526 1.87426
C 0.83677 1.66730 1.92038
C 1.43728 2.96444 2.41437
C 2.04982 2.88845 3.80507
O 3.04407 3.44947 4.12999
Br 1.10254 1.77437 5.08316
C -0.54131 1.44676 1.76938
S -1.67400 2.79507 2.17617
C -1.40713 4.09317 0.98961
O -3.06444 2.42437 2.10965
O -1.26732 3.29128 3.46844
C -1.03396 0.20439 1.34051
C -0.12384 -0.81709 1.07192
S -0.71482 -2.39837 0.54072
C -2.21509 -1.92939 -0.24720
C -2.72771 -2.71518 -1.27134
C -3.92942 -2.37864 -1.86400
C -4.62756 -1.24593 -1.43992
C -5.94734 -0.93502 -2.09001
O -6.49574 0.30121 -1.61706
C -6.63832 1.25425 -2.55067
F -7.09055 2.36041 -1.96023
F -7.50912 0.90146 -3.51791
F -5.47165 1.54728 -3.16488
C -4.09561 -0.45960 -0.43552
C -2.89088 -0.79563 0.17177
N -2.43247 0.04090 1.22425
O -2.95620 -0.40857 2.46687
C 4.34194 -2.16064 -0.32222
H 7.36891 -2.01007 -1.48720
H 6.69113 -3.25933 -0.45264
H 6.63140 -3.43603 -2.19102
H 5.42971 -1.08812 -3.34293
H 3.24074 -0.00526 -3.27766
H 1.73343 -0.27482 -1.33001
H 2.88498 -1.81898 1.80547
H 1.73454 -2.73125 0.88004
H 0.71735 3.77325 2.44668
H 2.24178 3.26680 1.74679
H -2.37648 4.47771 0.68912
H -0.87543 4.88650 1.50989
H -0.80552 3.77349 0.14291
H -2.20646 -3.60134 -1.60786
H -4.35526 -2.99337 -2.64633
H -6.66861 -1.70768 -1.82166
H -5.86556 -0.95580 -3.17547
H -4.62457 0.41972 -0.09681
H -3.69811 0.18935 2.63376
H 4.66250 -2.75057 0.52934
C 1.81553 -6.29067 -0.36297
Cl 2.04272 -7.00467 1.23424
Cl 0.32267 -5.34090 -0.38070
Cl 3.16852 -5.22146 -0.73511
Cl 1.71661 -7.57116 -1.57553
C 7.78948 -2.39330 -6.14106
Cl 7.08622 -3.83497 -6.86732
Cl 6.77547 -1.86861 -4.78352
Cl 9.41225 -2.76220 -5.55310
Cl 7.88376 -1.08586 -7.33179
C -1.32868 -6.87765 4.02925
Cl -2.04794 -8.33314 3.33247
Cl -2.41156 -6.21245 5.25417
Cl 0.22120 -7.28906 4.77469
Cl -1.06612 -5.68549 2.75766
C -3.33102 6.60565 4.55259
Cl -3.88577 5.07146 3.89707
Cl -4.53488 7.25319 5.67317
Cl -1.80299 6.36396 5.40286
Cl -3.08825 7.75803 3.22849
C -2.13440 -0.10289 7.13957
Cl -2.55416 0.56418 5.56296
Cl -2.77090 -1.74497 7.28737
Cl -0.37456 -0.13674 7.29131
Cl -2.81533 0.91101 8.41535
C 4.49420 -2.73616 -10.52620
Cl 4.79549 -2.49765 -12.24980
Cl 4.49395 -4.46618 -10.16292
Cl 5.75980 -1.94496 -9.58566
Cl 2.92437 -2.04723 -10.10173
C -3.78990 11.56053 1.10554
Cl -2.94160 10.09688 0.59092
Cl -3.46123 11.85394 2.81400
Cl -3.22526 12.93188 0.14838
Cl -5.52495 11.34604 0.86572

**Structure (SMILES)**: Cc1cccc(Cc2c(Br)c(CC(=O)Br)c(S(C)(=O)=O)c3c2Sc2ccc(COC(F)(F)F)cc2N3O)c1.ClC(Cl)(Cl)Cl.ClC(Cl)(Cl)Cl.ClC(Cl)(Cl)Cl.ClC(Cl)(Cl)Cl.ClC(Cl)(Cl)Cl.ClC(Cl)(Cl)Cl.ClC(Cl)(Cl)Cl



Record 2
A molecular structure, C41H51BBrN6O2PbS3. Source: the Open Molecules 2025 dataset; level of theory: the ωB97M-V functional and the def2-TZVPD basis.

Positions of all 106 atoms, in Å:
Pb 0.12436 0.65574 0.94906
C 0.47095 -3.85709 2.91832
C 0.34352 -3.86228 1.42972
C -0.31777 -4.84669 0.76262
C -0.43356 -4.82231 -0.65301
N 0.11908 -3.86756 -1.34278
N 0.81116 -2.89831 -0.69193
B 1.57439 -2.08241 -1.72150
N 0.96204 -2.16908 -3.14193
N 1.63597 -2.93728 -3.96946
C 1.15218 -3.13146 -5.19242
C -0.04213 -2.51258 -5.58627
C -0.73200 -1.68005 -4.72799
C -1.98870 -0.98096 -5.13232
C -0.16878 -1.53110 -3.45370
S -0.83335 -0.46372 -2.21529
C 1.96366 -4.05173 -6.08721
C 3.41714 -3.55834 -6.10985
C 1.41212 -4.07799 -7.51249
C 1.89959 -5.46621 -5.48796
N 2.44527 -0.86323 -1.49178
N 3.10266 -2.02748 -1.66715
C 4.38216 -2.17544 -1.45472
C 5.07408 -0.96313 -1.16586
C 4.44231 0.24185 -1.03274
C 5.18372 1.49811 -0.73613
C 2.99425 0.28509 -1.13233
S 2.05763 1.66975 -0.82748
C 5.02914 -3.53325 -1.50398
C 3.97725 -4.61686 -1.73867
C 5.72515 -3.76399 -0.15130
C 6.06794 -3.53559 -2.63734
C 0.93654 -2.81692 0.64897
S 1.82122 -1.55339 1.40906
C -1.15595 -5.92232 -1.40621
C -2.54102 -6.14642 -0.78339
C -1.30472 -5.56260 -2.88355
C -0.31152 -7.20094 -1.27091
H -0.00681 -4.73478 3.34675
H 0.01106 -2.96170 3.33924
H 1.51946 -3.84048 3.21714
H -0.76783 -5.66032 1.31608
H -0.41590 -2.66648 -6.58912
H -2.09162 -0.97652 -6.21452
H -2.00054 0.04742 -4.76992
H -2.85604 -1.48775 -4.70606
H 3.48797 -2.54394 -6.50669
H 4.00692 -4.21111 -6.75242
H 3.85401 -3.57716 -5.11181
H 1.42802 -3.09045 -7.97816
H 0.39742 -4.47853 -7.55666
H 2.03762 -4.73143 -8.11890
H 2.27477 -5.48357 -4.46350
H 2.51483 -6.13672 -6.08754
H 0.87908 -5.85389 -5.49575
H 6.14695 -1.01240 -1.03580
H 6.25749 1.33105 -0.73585
H 4.88108 1.89050 0.23688
H 4.93747 2.26626 -1.47132
H 3.25582 -4.65447 -0.91671
H 4.46926 -5.58728 -1.78682
H 3.43906 -4.46011 -2.67482
H 5.01491 -3.71855 0.67653
H 6.52125 -3.04238 0.03246
H 6.17834 -4.75492 -0.15671
H 5.60198 -3.36360 -3.60803
H 6.55925 -4.50788 -2.66255
H 6.84049 -2.78132 -2.48506
H -3.13509 -5.23033 -0.78213
H -2.48181 -6.51820 0.23987
H -3.07699 -6.89750 -1.36350
H -1.87936 -4.64193 -3.01514
H -1.83035 -6.36776 -3.39632
H -0.33265 -5.43102 -3.36034
H -0.17583 -7.49202 -0.22796
H 0.67288 -7.07205 -1.72505
H -0.81470 -8.02408 -1.77816
C -0.34412 4.52065 1.91673
C -0.57031 3.16351 2.51692
C 0.46540 2.48333 3.18042
C 0.23631 1.26241 3.81494
C -1.03243 0.68374 3.78112
C -2.06272 1.33788 3.11202
C -1.83113 2.55917 2.48489
H -0.93277 4.66446 1.01131
H 0.70701 4.69312 1.69040
H -0.65545 5.28803 2.62831
H 1.44592 2.94187 3.24109
H 1.04206 0.77899 4.35337
H -1.21997 -0.24847 4.29738
H -3.05179 0.90128 3.07900
H -2.64730 3.06246 1.98036
Br -5.15915 0.51302 0.92092
C -5.26876 -1.12905 -0.00021
C -6.48119 -1.79663 0.07414
C -6.67794 -2.97054 -0.63548
C -5.67093 -3.48187 -1.44483
C -4.46778 -2.81382 -1.53080
C -4.23822 -1.64049 -0.79959
C -2.92362 -0.99846 -0.90163
O -2.36180 -0.29285 -0.09135
O -2.28846 -1.29471 -2.07780
H -7.27587 -1.38557 0.68047
H -7.63025 -3.47870 -0.56444
H -5.83161 -4.39002 -2.00911
H -3.68037 -3.20259 -2.16234

**Net charge**: +3
**ΔE to the lowest compared entry with this formula, charge and spin**: 94.5 kJ/mol



Record 3
A single C3H10NO2PS molecule. Source: the Open Molecules 2025 dataset; level of theory: the ωB97M-V functional and the def2-TZVPD basis.

Positions of all 18 atoms, in Å:
C 1.29330 -0.11505 -0.58511
C -1.16117 -0.70394 -1.15970
C -0.10316 0.36820 -0.92684
N 0.22402 -0.00610 2.18623
O -0.85304 2.31933 2.25276
O -0.68978 1.23180 0.01468
P 0.27544 1.46848 1.49628
S 2.07049 2.32962 1.40597
H 1.33367 -0.61171 0.34079
H 1.47205 -0.95351 -1.31644
H 1.92787 0.77393 -0.66080
H -1.17159 -1.45793 -0.28530
H -0.81917 -1.34449 -1.84611
H -2.26922 -0.38283 -1.31567
H -0.17437 0.94870 -1.91954
H 1.07674 -0.33698 2.51858
H -0.63779 -0.41286 2.60579
H -0.95115 3.21547 2.22837

**Structure (SMILES)**: CC(C)O[P@](N)(O)=S
**ΔE to the lowest compared entry with this formula, charge and spin**: 24.5 kJ/mol



What highest occupied orbital energy values result from the calculations? In sequence: -8.5; -15.7; -8.9 eV.
What HOMO-LUMO gap values result from the calculations? In sequence: 8.37; 7.12; 9.56 eV.
What max |F| values result from the calculations? In sequence: 1.61; 0.25; 5.04 eV/Å.